C17H31I2N6PdSSi as an isolated structure, computed with ωB97M-V/def2-TZVPD.

The geometry in XYZ format:
```
59
Properties=species:S:1:pos:R:3:mulliken_spin:R:1
Pd -0.382 1.163 0.378 1.2496
C -3.099 1.779 3.189 0.0019
C -1.939 0.873 3.420 0.0569
C -1.840 0.127 4.636 0.2464
C -0.729 -0.655 4.901 -0.0585
C 0.298 -0.696 3.976 0.2045
C 0.147 0.052 2.777 0.0260
N -0.978 0.808 2.531 0.2072
N 1.017 0.121 1.790 0.6354
Si 2.763 -0.351 1.670 -0.0179
C 3.591 0.324 3.170 0.0200
C 2.864 -2.195 1.575 0.0228
C 3.354 0.449 0.093 0.0001
H -3.088 2.573 3.941 0.0014
H -4.042 1.244 3.312 -0.0010
H -3.059 2.228 2.202 0.0022
H -2.646 0.194 5.356 0.0031
H -0.662 -1.215 5.824 0.0042
H 1.193 -1.282 4.139 0.0154
H 3.470 -0.345 4.025 -0.0002
H 3.222 1.314 3.449 0.0024
H 4.663 0.410 2.970 0.0005
H 2.286 -2.686 2.362 0.0015
H 3.909 -2.492 1.694 0.0008
H 2.518 -2.559 0.605 -0.0013
H 3.944 1.346 0.299 0.0011
H 2.521 0.726 -0.559 0.0024
H 4.001 -0.233 -0.463 0.0000
N 0.580 3.095 1.077 0.2065
C 0.504 4.126 0.020 0.0057
C 0.875 3.490 -1.296 -0.0150
N -0.029 2.338 -1.534 0.1412
H 0.184 3.427 1.950 -0.0172
H 1.551 2.856 1.264 -0.0137
H 1.165 4.967 0.231 0.0075
H -0.517 4.507 -0.012 0.0010
H 1.900 3.119 -1.265 0.0010
H 0.807 4.217 -2.103 0.0056
H 0.279 1.786 -2.328 -0.0086
H -0.961 2.672 -1.771 -0.0039
C -0.736 -5.085 -3.956 0.0017
C -0.939 -3.627 -3.751 0.0082
C -1.567 -2.773 -4.646 0.0814
C -1.691 -1.418 -4.349 -0.0414
N -1.232 -0.928 -3.169 0.1000
C -0.646 -1.744 -2.334 -0.0692
S -0.019 -1.174 -0.809 0.8717
N -0.480 -3.068 -2.613 0.0423
C -2.335 -0.454 -5.278 0.0003
H -1.087 -5.388 -4.939 -0.0005
H -1.286 -5.653 -3.201 0.0002
H 0.322 -5.344 -3.866 -0.0002
H -1.951 -3.168 -5.577 0.0032
H 0.005 -3.652 -1.938 -0.0001
H -2.617 -0.916 -6.219 -0.0005
H -1.659 0.382 -5.470 -0.0023
H -3.228 -0.038 -4.802 -0.0030
I -3.140 0.495 -0.520 0.0586
I -5.350 1.930 -0.057 0.0123
```

Output
Kohn-Sham gap (alpha / beta) (eV): 7.6 / 4.5
Highest occupied orbital energy (alpha / beta) (hartree): -0.6210 / -0.6218
F_max (eV Å⁻¹): 0.83
Spin multiplicity: 5
Net charge: +3